A single C21H20N4O3 molecule at a distorted geometry. Source: OMol25; level of theory: ωB97M-V/def2-TZVPD.

Geometry as XYZ:
```
48
Properties=species:S:1:pos:R:3:forces:R:3:nbo_charge:R:1
C -3.82457 -3.59431 0.86440 -0.03 0.06 -0.05 -0.625
C -3.92297 -2.14488 0.49718 0.11 0.06 0.13 -0.048
C -3.24667 -1.18570 1.23106 -0.11 -0.14 -0.11 -0.171
C -3.31585 0.16286 0.91863 -0.02 0.40 -0.02 -0.335
C -4.08358 0.56807 -0.16165 -0.03 -0.22 0.03 0.366
C -4.76811 -0.38866 -0.90684 0.08 0.17 0.06 -0.265
C -4.69862 -1.73339 -0.59339 0.05 0.20 0.03 0.010
C -5.44756 -2.73523 -1.41727 0.03 0.04 0.03 -0.630
H -6.15581 -3.28611 -0.79928 -0.07 -0.09 -0.02 0.218
H -4.76127 -3.45792 -1.85727 -0.01 -0.10 -0.06 0.218
H -5.99391 -2.24394 -2.21762 -0.05 -0.02 -0.06 0.218
H -5.35847 -0.04843 -1.74350 -0.09 0.03 -0.13 0.216
O -4.24991 1.86534 -0.57823 -0.06 -0.20 -0.09 -0.496
C -3.56298 2.88636 0.09582 0.04 0.20 -0.10 -0.113
C -2.07458 2.81260 -0.05745 0.61 0.16 0.82 0.288
C -1.05167 3.04752 0.81925 -0.42 -0.11 -0.57 -0.325
C 0.11128 2.82712 0.04112 -1.02 -0.07 -0.20 0.039
N -0.21953 2.48662 -1.18304 1.20 0.01 0.11 -0.114
O -1.56269 2.47950 -1.25117 -0.74 0.04 0.01 -0.249
C 1.52336 2.93313 0.49244 0.31 0.01 -0.48 0.647
O 1.81930 3.13408 1.65465 -0.14 -0.03 0.25 -0.617
N 2.40852 2.81248 -0.51434 0.04 0.08 -0.21 -0.583
H 2.05738 2.54960 -1.42311 -0.05 0.03 0.03 0.418
C 3.83886 2.79563 -0.28746 0.03 -0.03 0.23 -0.260
C 4.36032 1.39775 -0.19159 -0.02 -0.33 0.39 0.124
C 4.09582 0.47639 0.80047 -0.28 0.80 0.05 -0.129
N 4.76081 -0.65396 0.45029 0.36 0.12 -0.69 -0.298
C 4.86219 -1.86283 1.04990 0.17 -0.79 0.22 0.019
C 5.61509 -2.83685 0.46998 -0.25 0.16 0.29 -0.263
C 6.28566 -2.59077 -0.74702 0.08 0.31 -0.33 -0.213
C 6.18637 -1.37171 -1.35647 0.15 -0.52 0.08 -0.204
C 5.41002 -0.37122 -0.75615 -0.21 0.16 0.21 0.299
N 5.16052 0.86767 -1.14051 0.23 0.09 -0.39 -0.470
H 6.68315 -1.14526 -2.28479 0.05 0.03 -0.10 0.234
H 6.87749 -3.37645 -1.18939 0.06 -0.05 -0.07 0.220
H 5.69824 -3.80051 0.94534 -0.05 -0.04 0.10 0.225
H 4.32896 -1.99577 1.97932 -0.02 0.03 0.01 0.215
H 3.50603 0.56190 1.68937 -0.11 -0.05 0.22 0.228
H 4.34307 3.30922 -1.10762 -0.01 -0.03 0.12 0.226
H 4.01328 3.32401 0.65427 0.03 0.02 -0.22 0.241
H -1.09238 3.33194 1.84849 -0.06 0.04 0.26 0.251
H -3.92684 3.81235 -0.36491 0.05 -0.14 0.16 0.222
H -3.80981 2.90557 1.16636 0.09 0.02 -0.14 0.197
H -2.76754 0.86920 1.52171 0.03 0.05 0.02 0.219
H -2.64391 -1.49099 2.07462 0.05 -0.05 0.08 0.206
H -3.18515 -3.72796 1.73318 0.03 -0.06 0.05 0.215
H -3.41204 -4.17327 0.03859 0.02 -0.13 -0.01 0.215
H -4.80924 -4.00071 1.09363 -0.04 -0.12 0.03 0.214
```
Forces are in eV/Å.

## Properties
- HOMO energy (hartree) = -0.29884
- F_max (eV/A) = 1.20
- multiplicity = 1
- SMILES = Cc1ccc(OCc2cc(C(=O)NCc3cn4ccccc4n3)no2)cc1C
- frontier orbital gap (eV) = 8.82
- electronic energy (Eh) = -1256.96336



A single C3H8OS molecule at a distorted geometry. Source: OMol25; level of theory: ωB97M-V/def2-TZVPD.

Geometry as XYZ:
```
13
Properties=species:S:1:pos:R:3:forces:R:3:nbo_charge:R:1
C -1.68264 -0.54736 -0.07871 1.49 -0.82 0.32 -0.642
C -0.35758 0.10884 0.34465 1.97 0.47 -1.02 -0.281
C 1.00951 -0.41686 -0.34737 -0.62 0.00 -0.03 -0.099
H -1.60666 -1.62717 0.08151 -0.07 0.00 0.40 0.211
H -2.33564 -0.12170 0.65145 -1.27 0.01 -0.06 0.226
H -2.00971 -0.49336 -1.12506 0.26 0.82 0.34 0.227
H -0.18363 0.05717 1.43878 -0.53 0.03 -0.54 0.200
H 0.97670 2.03522 -0.07501 -1.74 0.24 -0.13 0.190
H 1.39040 -1.49509 -0.22293 -1.03 1.43 0.60 0.189
H 0.73126 -0.38951 -1.43320 1.02 0.59 0.68 0.192
H 2.39756 0.41207 0.91161 -0.40 -0.39 -0.26 0.478
O 2.11163 0.49977 -0.00960 -0.62 -0.91 -0.86 -0.739
S -0.44119 1.97799 -0.13612 1.55 -1.45 0.55 -0.151
```
Forces are in eV/Å.

## Properties
- HOMO energy (hartree) = -0.32422
- F_max (eV/A) = 2.26
- multiplicity = 1
- SMILES = C[C@H](S)CO
- frontier orbital gap (eV) = 9.63
- electronic energy (Eh) = -592.48348



A single C3H4N2O3 molecule at a distorted geometry. Source: OMol25; level of theory: ωB97M-V/def2-TZVPD.

Geometry as XYZ:
```
12
Properties=species:S:1:pos:R:3:forces:R:3:nbo_charge:R:1
C -2.13057 -0.15657 0.17648 0.48 1.89 -2.37 0.425
C -0.66296 0.03737 0.46706 0.29 0.07 1.83 0.242
C 1.79991 -0.28113 -0.39195 -0.43 0.43 0.84 0.153
H -2.61982 -0.55459 1.00822 -1.70 -0.92 1.27 0.122
H -0.42315 -0.12158 1.56058 -0.07 0.99 -0.70 0.148
H 1.70321 1.71016 -0.71130 -0.47 0.26 0.06 0.390
H 2.89991 -0.43533 -0.45716 -0.97 0.61 -0.10 0.221
N 1.27034 0.99627 -0.14299 1.77 -0.20 -0.05 -0.346
N 1.10512 -1.33568 -0.29260 0.45 -0.58 -0.06 -0.164
O -2.55709 0.04955 -0.93480 -0.20 -0.22 1.35 -0.454
O -0.12387 1.16805 -0.11832 0.18 0.52 -0.40 -0.342
O -0.26102 -1.07652 -0.16322 0.67 -2.85 -1.67 -0.394
```
Forces are in eV/Å.

## Properties
- HOMO energy (hartree) = -0.33858
- F_max (eV/A) = 3.37
- multiplicity = 1
- SMILES = O=C[C@H]1ON=CNO1
- frontier orbital gap (eV) = 9.68
- electronic energy (Eh) = -451.77250



20 unconnected molecules or ions with the total composition C37H104NO19 at a distorted geometry. Source: OMol25; level of theory: ωB97M-V/def2-TZVPD.

Geometry as XYZ:
```
161
Properties=species:S:1:pos:R:3:forces:R:3:lowdin_charge:R:1
C -0.15819 -1.20957 2.34836 -2.10 -0.47 2.96 -0.018
C -1.06061 -1.40313 3.55363 2.28 0.62 -3.51 -0.125
C -2.51536 -2.21995 3.43282 1.91 0.58 -0.72 -0.148
C -3.49798 -1.19274 2.56610 -2.24 2.86 -1.19 -0.065
C -3.84436 0.26440 3.23164 -1.55 -1.32 -4.15 0.064
C -4.78008 1.29075 2.34630 1.19 -4.17 -1.99 0.023
C -5.27875 0.79090 0.86728 1.80 -0.86 2.76 0.044
N -4.96466 -0.59091 0.25523 1.98 2.17 4.93 -0.081
C -5.51300 -0.83249 -1.13238 -1.53 -0.64 -1.65 -0.162
C -5.20851 -2.31247 -1.76205 -0.36 -0.02 -0.35 -0.149
C -3.79632 -2.44517 -2.58722 0.30 -0.91 0.05 -0.308
C -2.63721 -1.36715 -2.16101 0.99 -0.30 -0.43 -0.103
C -4.04373 -2.50905 -4.24020 1.07 0.05 0.04 -0.166
C -3.64588 -1.11001 -5.00758 -0.04 -0.21 -1.54 -0.214
C -2.08176 -1.18010 -5.50884 1.61 2.67 -1.42 -0.105
C -1.37039 -0.16957 -6.33609 -0.80 -2.49 2.27 -0.244
C -2.04321 1.07712 -7.16086 0.92 -0.76 0.23 -0.087
C 0.29415 -0.30638 -6.38525 -0.09 -0.15 -0.65 -0.086
C -4.11073 -1.53510 1.07172 0.17 1.70 1.81 0.102
H 0.38563 -0.16887 2.13555 -0.69 -2.70 1.27 0.064
H 0.03961 -2.09379 1.60658 -1.27 1.97 0.95 0.077
H -0.69931 -0.90808 4.55272 -1.46 -0.37 -2.14 0.108
H -2.25760 -3.21469 2.83118 -1.05 2.12 1.27 0.120
H -2.89665 -2.41943 4.52063 0.36 0.30 -2.35 0.121
H -3.42686 0.53196 4.30058 -1.04 -0.42 -2.41 0.117
H -5.06726 2.37392 2.71040 0.62 -2.57 -0.85 0.114
H -5.91805 1.55321 0.22985 1.46 -2.08 1.24 0.139
H -5.16183 -0.00909 -1.90202 -0.37 -1.57 1.90 0.141
H -6.69717 -0.70209 -1.05703 2.62 -0.33 0.04 0.151
H -6.07387 -2.53182 -2.55430 1.79 0.55 1.96 0.127
H -5.30171 -3.15945 -0.93989 0.06 1.96 -1.69 0.094
H -3.35922 -3.52241 -2.31542 -0.93 2.41 -0.57 0.120
H -2.27990 -1.46579 -1.02558 -1.10 0.26 -2.42 0.082
H -2.90389 -0.24223 -2.43586 0.53 -2.46 0.75 0.087
H -1.66298 -1.64059 -2.79450 -2.17 0.70 1.31 0.088
H -3.27533 -3.32929 -4.64017 -1.81 1.74 0.76 0.118
H -5.12786 -2.87758 -4.51871 2.16 0.83 0.75 0.115
H -4.30098 -1.00536 -5.99999 1.26 -0.30 2.18 0.121
H -3.89732 -0.13489 -4.37787 0.73 -2.10 -1.21 0.104
H -1.45579 -2.11862 -5.12003 -1.34 2.33 -0.79 0.110
H -2.51048 0.66061 -8.15115 0.80 0.76 1.91 0.088
H -2.87210 1.61765 -6.53559 1.69 -0.95 -1.23 0.081
H -1.14733 1.79448 -7.46949 -2.21 -1.29 0.81 0.077
H 0.78602 0.60537 -6.96629 -1.21 -1.89 1.30 0.080
H 0.64335 -1.28337 -6.96506 -0.85 2.06 1.28 0.066
H 0.77438 -0.35328 -5.30705 -1.19 0.15 -2.19 0.068
H -3.82892 -2.61243 0.64147 -0.79 2.73 0.76 0.119
C 1.28810 3.82525 -6.11415 0.20 0.24 0.03 -0.158
O 0.24883 4.27516 -6.96371 -0.24 0.39 -0.46 -0.142
H 0.95139 2.93161 -5.58361 -0.04 0.12 -0.12 0.070
H 2.16913 3.58083 -6.71257 0.14 -0.12 0.21 0.081
H 1.53168 4.60639 -5.38976 0.21 -0.22 0.13 0.059
H 0.57646 5.06840 -7.42077 -0.28 -0.48 0.22 0.084
C 3.13876 -3.37712 3.55828 -0.20 -0.05 0.11 -0.166
O 2.98238 -2.03816 3.12587 -0.29 0.41 -0.20 -0.140
H 4.20382 -3.59094 3.67392 -0.27 0.07 -0.09 0.066
H 2.63585 -3.51187 4.51900 0.04 -0.21 0.07 0.076
H 2.71223 -4.05366 2.81355 0.17 -0.24 0.12 0.078
H 2.02795 -1.87767 3.03210 0.48 0.06 0.10 0.020
C -7.82022 -4.93369 -1.39920 -0.13 -0.07 0.18 -0.155
O -6.43860 -5.19147 -1.56922 0.71 -0.25 0.32 -0.155
H -8.21365 -4.48735 -2.31542 0.16 -0.10 0.10 0.084
H -8.34480 -5.87107 -1.19870 -0.21 0.17 -0.01 0.084
H -7.96257 -4.23899 -0.56771 -0.27 0.03 -0.01 0.077
H -6.11754 -5.58686 -0.74093 -0.22 0.03 -0.48 0.085
C 1.29344 -3.68707 -8.40661 0.14 -0.29 -0.16 -0.180
O 2.56908 -3.11538 -8.18266 0.57 -0.06 0.23 -0.136
H 0.56933 -2.88603 -8.57226 0.16 -0.05 0.01 0.069
H 1.33101 -4.32970 -9.28960 -0.34 -0.03 0.10 0.067
H 0.99542 -4.26951 -7.53128 -0.27 -0.09 -0.07 0.078
H 3.19015 -3.84962 -8.03896 -0.31 0.51 -0.11 0.083
C 1.86730 3.00081 2.47948 0.25 0.18 -0.10 -0.147
O 1.33906 1.71976 2.18947 -0.09 -0.64 -0.45 -0.165
H 1.33796 3.41684 3.33981 0.06 -0.14 -0.13 0.083
H 2.93040 2.91257 2.71629 -0.05 0.29 0.03 0.076
H 1.72846 3.65704 1.61673 0.13 0.19 0.16 0.079
H 1.82782 1.37597 1.42239 -0.21 0.21 0.36 0.077
C 0.65692 0.35318 -2.00497 0.13 -0.15 0.00 -0.172
O 1.93256 0.92487 -1.78101 0.48 -0.14 0.25 -0.128
H -0.06719 1.15423 -2.17061 0.18 -0.06 0.02 0.084
H 0.69449 -0.28945 -2.88796 -0.29 -0.05 0.00 0.061
H 0.35889 -0.22926 -1.12964 -0.28 -0.09 -0.06 0.063
H 2.55363 0.19063 -1.63731 -0.25 0.48 -0.13 0.087
C 0.61430 6.03670 -2.89825 0.06 -0.06 0.18 -0.170
O 1.99592 5.77892 -3.06826 0.40 -0.19 0.29 -0.138
H 0.22087 6.48303 -3.81446 0.14 -0.08 0.11 0.081
H 0.08973 5.09932 -2.69774 -0.26 0.09 -0.01 0.073
H 0.47195 6.73140 -2.06675 -0.27 0.03 -0.04 0.074
H 2.31698 5.38353 -2.23997 -0.08 0.20 -0.55 0.084
C 5.00316 5.21251 3.78805 0.07 0.26 -0.05 -0.154
O 3.96389 5.66242 2.93850 -0.15 0.15 -0.53 -0.145
H 4.66645 4.31887 4.31860 -0.02 0.13 -0.12 0.075
H 5.88419 4.96809 3.18964 0.16 -0.12 0.21 0.076
H 5.24674 5.99365 4.51245 0.13 -0.14 0.10 0.081
H 4.29152 6.45566 2.48144 -0.31 -0.25 0.46 0.051
C -2.80283 2.20978 7.27268 0.04 0.18 -0.04 -0.165
O -3.84210 2.65969 6.42312 -0.07 0.11 -0.57 -0.146
H -3.13954 1.31614 7.80322 -0.02 0.15 -0.10 0.080
H -1.92179 1.96536 6.67426 0.21 -0.09 0.21 0.070
H -2.55925 2.99092 7.99707 0.18 -0.18 0.10 0.081
H -3.51446 3.45293 5.96606 -0.34 -0.08 0.33 0.045
C 6.56082 -4.93583 1.95510 0.04 0.00 0.05 -0.162
O 5.45719 -4.15227 1.54002 -0.17 0.63 -0.10 -0.145
H 6.32901 -5.99078 1.79143 0.05 0.27 -0.04 0.066
H 7.44270 -4.66373 1.37002 0.16 -0.22 0.11 0.075
H 6.74936 -4.76705 3.01822 0.21 -0.14 0.06 0.077
H 5.69198 -3.22186 1.69714 -0.26 -0.49 -0.15 0.084
C 5.28431 9.99862 2.54364 0.47 0.36 0.04 -0.128
O 4.75607 8.71756 2.25363 -0.09 -0.84 -0.62 -0.155
H 4.75497 10.41465 3.40397 0.03 -0.17 -0.12 0.088
H 6.34742 9.91038 2.78046 -0.08 0.29 0.04 0.065
H 5.14547 10.65484 1.68089 0.07 0.16 0.12 0.085
H 5.24483 8.37378 1.48656 -0.32 0.24 0.39 0.098
C 1.51909 7.95203 4.30453 0.25 0.12 -0.17 -0.168
O 2.84845 8.43592 4.35847 0.00 0.24 -0.14 -0.137
H 1.21653 7.63259 5.30446 0.11 0.07 -0.10 0.075
H 0.85400 8.74851 3.96199 -0.27 -0.11 0.04 0.074
H 1.46770 7.10072 3.62124 -0.21 -0.10 0.03 0.066
H 3.08901 8.71177 3.45763 0.12 -0.32 0.43 0.041
C -2.14713 -5.75257 -0.37535 0.09 -0.44 -0.33 -0.136
O -2.94770 -4.62717 -0.06420 -0.71 0.60 0.13 -0.171
H -1.28632 -5.77293 0.29699 -0.14 0.07 -0.09 0.087
H -2.73261 -6.66552 -0.24196 0.24 -0.08 0.00 0.090
H -1.79830 -5.67832 -1.40833 0.15 -0.15 0.06 0.085
H -3.70304 -4.63563 -0.67647 0.35 -0.02 0.30 0.045
C -2.09454 -6.96693 3.43458 0.26 0.21 0.06 -0.154
O -3.13381 -6.51702 2.58502 -0.28 0.51 -0.50 -0.145
H -2.43125 -7.86057 3.96512 -0.01 0.19 -0.11 0.088
H -1.21351 -7.21135 2.83616 0.15 -0.14 0.15 0.076
H -1.85096 -6.18580 4.15897 0.15 -0.29 0.11 0.058
H -2.80617 -5.72378 2.12796 -0.35 -0.43 0.17 0.032
C -1.67284 -6.11803 -9.53943 -0.02 -0.18 -0.13 -0.163
O -0.33846 -6.19754 -10.00562 0.32 -0.35 -0.31 -0.140
H -1.77521 -5.23501 -8.90441 0.11 -0.11 -0.12 0.076
H -2.35275 -6.03285 -10.39062 -0.22 0.04 0.17 0.077
H -1.91041 -7.01210 -8.95767 -0.25 0.09 0.08 0.076
H -0.27811 -6.99004 -10.56578 0.07 0.50 0.30 0.086
C 9.63985 10.49730 3.97926 0.17 0.14 -0.01 -0.161
O 8.60058 10.94720 3.12971 -0.15 0.42 -0.43 -0.142
H 9.30313 9.60365 4.50981 -0.03 0.16 -0.13 0.081
H 10.52088 10.25287 3.38085 0.13 -0.10 0.22 0.076
H 9.88343 11.27843 4.70366 0.16 -0.17 0.12 0.077
H 8.92821 11.74044 2.67264 -0.29 -0.46 0.23 0.086
C -2.84610 6.89116 5.41830 0.23 0.22 -0.03 -0.146
O -3.37433 5.61011 5.12829 0.03 -0.87 -0.44 -0.140
H -3.37543 7.30720 6.27863 0.04 -0.18 -0.17 0.087
H -1.78299 6.80293 5.65511 0.00 0.25 0.06 0.074
H -2.98493 7.54739 4.55555 0.08 0.16 0.15 0.081
H -2.88558 5.26633 4.36121 -0.30 0.25 0.39 0.084
C 9.09654 -7.67683 0.55444 0.04 -0.22 -0.02 -0.160
O 7.69303 -7.76664 0.71671 -0.44 -0.44 0.03 -0.143
H 9.39210 -6.62585 0.59353 -0.14 -0.15 0.00 0.077
H 9.59316 -8.22298 1.36015 0.25 0.09 -0.08 0.078
H 9.37994 -8.09707 -0.41372 0.26 0.08 0.04 0.077
H 7.46054 -8.70998 0.67767 0.05 0.58 0.03 0.086
C -3.74425 -5.72601 6.67122 -0.01 -0.09 0.22 -0.160
O -2.36263 -5.98379 6.50120 0.46 -0.16 0.36 -0.147
H -4.13768 -5.27968 5.75501 0.14 -0.11 0.07 0.075
H -4.26883 -6.66339 6.87173 -0.25 0.14 -0.02 0.081
H -3.88660 -5.03131 7.50271 -0.27 0.01 -0.03 0.076
H -2.04157 -6.37918 7.32949 -0.08 0.23 -0.52 0.090
```
Forces are in eV/Å.

## Properties
- HOMO energy (hartree) = -0.36801
- F_max (eV/A) = 5.73
- multiplicity = 1
- net charge = +1
- frontier orbital gap (eV) = 5.85
- electronic energy (Eh) = -2955.30139



Q: Among the records above, which one has the lowest F_max?
A: C21H20N4O3



Q: What is the formula in the third record?
A: C3H4N2O3